The following is a quantum chemistry calculation of a single C11H17N molecule in a non-equilibrium geometry, from the OMol25 dataset.

- LUMO (eV) = 0.8888
- E_tot (a.u.) = -483.9975
- relative energy (zero: lowest compared OMol25 entry of this formula, charge and spin) (kcal per mole) = 30.2
- SMILES = CC1(C)C(n2cccc2)C1(C)C
- HOMO energy (Eh) = -0.305

Bonds (Å) are listed after each position.
Geometry (Å):
1 C -0.44 1.39 1.34  C2 1.524, H13 1.124, H14 1.087, H15 1.068
2 C -0.82 0.73 0.02  C1 1.524, C3 1.555, C4 1.514, C10 1.544
3 C -1.72 1.51 -0.98  C2 1.555, H16 1.105, H17 1.127, H18 1.056
4 C 0.27 0.03 -0.77  C2 1.514, N5 1.460, C10 1.588, H19 1.150
5 N 1.71 0.04 -0.52  C4 1.460, C6 1.411, C9 1.387
6 C 2.50 1.21 -0.42  N5 1.411, C7 1.375, H20 1.038
7 C 3.74 0.72 -0.07  C6 1.375, C8 1.388, H21 1.123
8 C 3.71 -0.66 -0.02  C7 1.388, C9 1.346, H22 1.144
9 C 2.50 -1.09 -0.40  N5 1.387, C8 1.346, H23 1.102
10 C -0.87 -0.81 -0.05  C2 1.544, C4 1.588, C11 1.499, C12 1.497
11 C -0.35 -1.52 1.16  C10 1.499, H24 1.152, H25 1.144, H26 1.134
12 C -1.85 -1.55 -0.91  C10 1.497, H27 1.158, H28 1.100, H29 1.070
13 H 0.61 1.20 1.71  C1 1.124
14 H -1.13 0.92 2.03  C1 1.087
15 H -0.53 2.45 1.21  C1 1.068
16 H -1.03 1.95 -1.73  C3 1.105
17 H -2.23 2.30 -0.36  C3 1.127
18 H -2.41 0.98 -1.57  C3 1.056
19 H 0.00 0.26 -1.86  C4 1.150
20 H 2.22 2.16 -0.72  C6 1.038
21 H 4.47 1.51 0.28  C7 1.123
22 H 4.58 -1.40 0.03  C8 1.144
23 H 1.99 -2.07 -0.33  C9 1.102
24 H -1.24 -1.83 1.83  C11 1.152
25 H 0.43 -0.82 1.62  C11 1.144
26 H 0.22 -2.45 0.84  C11 1.134
27 H -1.33 -2.58 -1.05  C12 1.158
28 H -1.74 -1.09 -1.91  C12 1.100
29 H -2.82 -1.59 -0.47  C12 1.070

Löwdin atomic charge list, values in e, 8 entries:
1 C -0.03
2 C -0.40
3 C -0.03
4 C -0.15
5 N -0.07
6 C -0.07
7 C -0.13
8 C -0.14


The following is a quantum chemistry calculation of a gas-phase ion, C11H17N2 (charge +1) in a non-equilibrium geometry, from the OMol25 dataset.

- charge = +1
- LUMO (eV) = -4.1473
- E_tot (a.u.) = -538.4644
- relative energy (zero: lowest compared OMol25 entry of this formula, charge and spin) (kcal per mole) = 110.6
- SMILES = C/C=N/[C@@H]1[C@H]2[C@]1(C)C[C@H]1C[C@]12C=[NH2+]
- HOMO energy (Eh) = -0.449

Bonds (Å) are listed after each position.
Geometry (Å):
1 C -0.91 0.64 3.77  C2 1.524, H14 1.099, H15 1.108, H16 1.089
2 C 0.15 0.04 2.86  C1 1.524, N3 1.266, H17 1.054
3 N 0.12 0.01 1.60  C2 1.266, C4 1.367
4 C 1.09 -0.35 0.71  N3 1.367, C5 1.496, C6 1.551, H18 1.179
5 C 0.93 0.17 -0.68  C4 1.496, C6 1.492, C11 1.531, H19 1.071
6 C 0.62 -1.27 -0.45  C4 1.551, C5 1.492, C7 1.494, C8 1.545
7 C 1.46 -2.43 -0.88  C6 1.494, H20 1.210, H21 1.110, H22 1.122
8 C -0.90 -1.51 -0.54  C6 1.545, C9 1.607, H23 1.130, H24 1.099
9 C -1.46 -0.13 -1.13  C8 1.607, C10 1.420, C11 1.540, H25 1.107
10 C -1.65 1.02 -0.33  C9 1.420, C11 1.506, H26 1.014, H27 1.171
11 C -0.35 0.93 -1.07  C5 1.531, C9 1.540, C10 1.506, C12 1.410
12 C -0.27 1.89 -2.10  C11 1.410, N13 1.323, H28 0.990
13 N 0.83 2.21 -2.76  C12 1.323, H29 1.007, H30 1.027
14 H -1.93 0.52 3.37  C1 1.099
15 H -0.63 1.70 3.63  C1 1.108
16 H -0.53 0.37 4.75  C1 1.089
17 H 1.00 -0.20 3.44  C2 1.054
18 H 2.17 -0.60 1.10  C4 1.179
19 H 1.85 0.37 -1.18  C5 1.071
20 H 2.62 -2.35 -0.57  C7 1.210
21 H 1.51 -2.92 -1.88  C7 1.110
22 H 0.99 -3.30 -0.34  C7 1.122
23 H -1.32 -1.82 0.46  C8 1.130
24 H -0.94 -2.23 -1.38  C8 1.099
25 H -1.91 -0.36 -2.12  C9 1.107
26 H -2.32 1.77 -0.50  C10 1.014
27 H -1.63 0.74 0.81  C10 1.171
28 H -1.11 2.33 -2.39  C12 0.990
29 H 1.80 2.02 -2.57  N13 1.007
30 H 0.69 2.73 -3.64  N13 1.027

Löwdin atomic charge list, values in e, 8 entries:
1 C -0.04
2 C -0.16
3 N 0.03
4 C -0.21
5 C -0.09
6 C -0.39
7 C -0.05
8 C -0.01